(1)
Below is the molecule C6H12N2, with properties calculated with wB97M-V/def2-TZVPD.

The geometry in XYZ format:
```
20
Properties=species:S:1:pos:R:3:forces:R:3:lowdin_charge:R:1
C 2.58194 -0.41249 0.20795 0.8 -0.8 -0.4 -0.12
N 1.44222 0.14333 -0.46182 -2.2 -0.5 -0.2 -0.03
C 0.24474 -0.77525 -0.52584 1.4 -1.1 0.7 -0.24
C -1.16454 -0.96040 -1.01788 -0.1 0.6 -0.9 -0.17
N -1.80745 -0.70449 0.31670 -1.1 0.7 1.1 -0.06
C -0.83649 -0.02078 1.28956 0.5 0.5 0.7 -0.15
C 0.15579 0.49566 0.22401 0.3 0.5 -0.4 -0.42
C -0.47284 1.69116 -0.51311 -0.5 0.7 1.0 -0.05
H 3.05593 0.42481 0.72370 0.2 -0.2 0.0 0.08
H 3.28350 -0.80512 -0.61200 -0.9 0.4 1.4 0.11
H 2.32860 -1.20423 0.96524 0.3 0.5 -0.7 0.09
H 0.40943 -1.62906 0.18939 0.2 0.7 -0.6 0.14
H -1.42113 -2.00841 -1.28806 0.2 0.9 -0.3 0.11
H -1.34709 -0.18009 -1.82873 -0.5 -1.3 0.9 0.11
H -2.75883 -0.25809 0.29582 1.6 -0.6 -0.1 0.12
H -1.29495 0.84214 1.82663 -0.1 -0.7 -0.4 0.10
H -0.36650 -0.65752 2.11276 -0.8 0.3 -1.4 0.12
H -1.48727 1.79173 -0.06379 0.4 0.2 -0.7 0.07
H -0.58931 1.57154 -1.61240 0.5 0.3 0.8 0.08
H 0.04423 2.65556 -0.22813 -0.2 -1.1 -0.6 0.10
```
Positions in Å, forces in eV/Å.

## Properties
LUMO   0.0382 hartree
Net charge   0
SMILES   CN1[C@@H]2CNC[C@]21C
HOMO level   -0.3096 Ha
Gap between HOMO and LUMO   9.46 eV
E_tot   -345.154552 Eh

(2)
Below is the molecule C6H12N2, with properties calculated with wB97M-V/def2-TZVPD.

The geometry in XYZ format:
```
20
Properties=species:S:1:pos:R:3:forces:R:3:lowdin_charge:R:1
C 0.18899 -0.44068 0.38094 -0.2 1.3 0.6 -0.45
C -1.33279 0.18429 -1.00888 -1.0 0.4 -0.7 -0.18
C -1.26865 0.26363 0.42153 1.8 -1.1 -0.2 -0.13
C 1.34532 0.30998 -0.25036 -0.2 -0.1 -0.1 -0.04
C -1.16538 1.34878 -1.91698 0.3 0.0 -0.1 -0.11
N 0.23761 -1.82919 0.52368 -0.3 0.6 1.2 0.10
C 0.50120 -1.01475 1.95322 -0.8 -1.7 -1.0 -0.32
N 1.58848 -1.02149 2.63437 0.6 0.5 -0.1 0.08
H 1.07437 -2.23194 0.10057 0.1 0.2 0.3 0.10
H -1.66426 -0.74409 -1.46115 0.2 -0.1 0.1 0.12
H 2.42959 -1.09946 2.06862 0.0 -0.1 0.0 0.03
H -1.91809 -0.41520 0.96812 -0.1 0.2 0.1 0.11
H -1.17234 1.25977 0.84925 -0.1 -0.1 0.0 0.12
H -0.43658 -1.01967 2.50025 0.0 0.0 -0.2 0.11
H 1.19439 1.38851 -0.21090 0.0 0.0 0.0 0.09
H 2.28374 0.09001 0.26006 -0.1 -0.1 0.2 0.07
H 1.48346 0.00737 -1.28997 0.0 0.1 -0.1 0.08
H -2.07265 1.50715 -2.50910 0.0 0.0 0.0 0.08
H -0.94215 2.26934 -1.37447 -0.1 0.0 0.0 0.08
H -0.35426 1.18763 -2.63880 0.0 0.0 0.0 0.07
```
Positions in Å, forces in eV/Å.

## Properties
LUMO (spin up / spin down)   0.0012 / 0.0235 hartree
Net charge   0
HOMO level (spin up / spin down)   -0.2653 / -0.2670 Ha
Gap between HOMO and LUMO (spin up / spin down)   7.25 / 7.90 eV
E_tot   -345.151218 Eh

Results for energy relative to the best compared isomer or geometry (same formula, charge and spin): 4.716 4.807 (in eV, following the order of the records).
Results for largest force on an atom: 0.0448 0.0411 (in hartree/bohr, following the order of the records).